Record 1
The following is a DFT calculation (wB97M-V/def2-TZVPD) of an isolated ion of composition C5H9N2 and charge +1 in a non-equilibrium geometry.

ORCA input file:
```
! RIJCOSX wB97M-V def2-TZVPD def2/J DEFGRID3
* xyz 1 3
C 0.4780 -1.5246 0.0880
C 1.9065 0.2137 0.3675
C -0.0628 0.4758 -1.0996
C 0.5293 -0.1401 0.7786
C -1.8089 0.6570 0.6703
N -0.4288 0.8944 0.2295
N 1.1060 -0.4338 -0.7376
H 1.0640 -2.3964 0.3156
H -0.5079 -1.7305 -0.1332
H 2.1361 1.2340 0.2619
H 2.6090 -0.6351 0.6058
H -0.8544 -0.0202 -1.7085
H 0.2023 1.3705 -1.7500
H -2.3459 0.7637 -0.2974
H -1.9250 -0.2372 1.1411
H -2.0975 1.5087 1.2679
*
```

Electronic energy: -8295.70882 eV
HOMO energy (spin up / spin down): -10.767 / -15.190 eV
Kohn-Sham gap (spin up / spin down): 8.0 / 6.9 eV
Expectation value of S²: 2.0064
Energy relative to the best compared isomer or geometry (same formula, charge and spin): 102.5 kcal per mole

Results of the natural (NBO) charge analysis, in e, for atoms 1 through 2:
1 C -0.27
2 C -0.25

=====

Record 2
The following is a DFT calculation (wB97M-V/def2-TZVPD) of a 2-piece molecular cluster, C5H9N2O overall in a non-equilibrium geometry.

ORCA input file:
```
! RIJCOSX wB97M-V def2-TZVPD def2/J DEFGRID3
* xyz 1 1
C 0.8481 -0.9035 -0.1659
C -1.3798 2.5897 -0.4203
C -1.7657 1.5911 0.0920
C 0.8196 0.5140 1.8092
C 1.3423 -1.3507 -1.4140
N 1.3127 0.0176 0.6135
N -0.6464 -0.9410 0.0252
O 0.2293 -0.1791 2.6175
H -0.8989 3.4290 -0.9867
H -2.4581 0.8920 0.5674
H 1.0261 1.5428 1.9110
H 0.8609 -0.9823 -2.2617
H 1.3113 -2.4439 -1.6449
H 2.4120 -1.2822 -1.4509
H -1.2435 -1.7834 -0.1557
H -1.0122 0.0036 -0.2748
H -0.7578 -0.7137 1.1391
*
```

Electronic energy: -10347.39936 eV
HOMO energy: -14.940 eV
Kohn-Sham gap: 9.9 eV
Energy relative to the best compared isomer or geometry (same formula, charge and spin): 120.4 kcal per mole

Results of the natural (NBO) charge analysis, in e, for atoms 1 through 2:
1 C 0.54
2 C -0.07

=====

Record 3
The following is a DFT calculation (wB97M-V/def2-TZVPD) of an isolated ion of composition C5H9N2O and charge +1 in a non-equilibrium geometry.

ORCA input file:
```
! RIJCOSX wB97M-V def2-TZVPD def2/J DEFGRID3
* xyz 1 1
C -0.7571 -0.8068 0.5443
C 0.4355 -1.2483 0.1458
C 2.1060 0.4219 -0.5039
C -1.3242 0.4234 -0.0234
C -2.7807 0.3429 -0.1837
N 1.2213 -0.4813 -0.7645
N 2.4548 0.7736 0.7431
O -0.6444 1.3236 -0.3319
H -1.2808 -1.4708 1.2411
H 0.8235 -2.1603 0.3299
H 2.4985 0.8690 -1.3978
H -3.4234 0.9318 0.6247
H -3.0342 -0.6933 0.0108
H -2.9167 0.6206 -1.1932
H 1.1248 -0.6885 -1.7415
H 3.1121 1.5561 0.8728
H 2.3850 0.2865 1.6273
*
```

Electronic energy: -10350.83800 eV
HOMO energy: -13.702 eV
Kohn-Sham gap: 9.9 eV
Structure (SMILES): CC(=O)/C=C\NC=[NH2+]
Energy relative to the best compared isomer or geometry (same formula, charge and spin): 41.1 kcal per mole

Results of the natural (NBO) charge analysis, in e, for atoms 1 through 2:
1 C -0.23
2 C -0.03

=====

Record 4
The following is a DFT calculation (wB97M-V/def2-TZVPD) of C5H9N2O as an isolated structure in a non-equilibrium geometry.

ORCA input file:
```
! RIJCOSX wB97M-V def2-TZVPD def2/J DEFGRID3
* xyz 1 1
C -1.6473 -0.4272 0.3619
C -0.2595 -2.0512 -0.1979
C 0.5119 -0.7290 -0.5592
C -1.4180 1.1342 -0.7695
C 0.3157 1.0837 1.0518
N -1.5386 -1.6469 0.4130
N -0.3879 0.3540 -0.0049
O -2.4596 0.5534 0.1286
H -0.5526 -2.5286 -1.1698
H 0.2560 -2.9646 0.2805
H 1.4751 -0.8357 0.0117
H 0.6421 -0.7483 -1.6873
H -1.5136 2.2277 -0.5835
H -1.5628 0.9194 -1.8521
H 1.2632 1.3875 0.5634
H -0.0816 2.0021 1.5444
H 0.6181 0.3508 1.7786
*
```

Electronic energy: -10348.29075 eV
HOMO energy: -14.855 eV
Kohn-Sham gap: 11.7 eV
Energy relative to the best compared isomer or geometry (same formula, charge and spin): 99.9 kcal per mole

Results of the natural (NBO) charge analysis, in e, for atoms 1 through 2:
1 C 0.70
2 C -0.27

=====

Record 5
The following is a DFT calculation (wB97M-V/def2-TZVPD) of one molecule with the formula C5H9N2O3 in a non-equilibrium geometry.

ORCA input file:
```
! RIJCOSX wB97M-V def2-TZVPD def2/J DEFGRID3
* xyz 0 2
C -0.0405 -0.5110 0.0816
C -1.2343 -0.0896 -0.6629
C -2.1876 0.9441 -0.2494
O -3.3304 0.9657 -0.7224
C 0.2736 -1.9936 -0.0847
H -0.1595 -0.2939 1.1551
H -1.4368 -0.5376 -1.6383
N -1.7801 1.8591 0.6607
H -0.5020 -2.6005 0.3999
H 0.3282 -2.2617 -1.1487
H 1.2312 -2.2499 0.3894
H -2.4251 2.5829 0.9460
H -0.8767 1.8323 1.1104
C 1.2670 0.4378 -0.3917
H 1.0215 1.4904 -0.2172
H 1.4958 0.2494 -1.4431
N 2.4757 0.1374 0.3985
O 2.5020 0.5129 1.5552
O 3.3782 -0.4744 -0.1383
*
```

Electronic energy: -14449.85582 eV
HOMO energy (spin up / spin down): -9.220 / -10.136 eV
Kohn-Sham gap (spin up / spin down): 9.2 / 8.8 eV
Expectation value of S²: 0.7574
Energy relative to the best compared isomer or geometry (same formula, charge and spin): 0.0 kcal per mole

Results of the natural (NBO) charge analysis, in e, for atoms 1 through 2:
1 C -0.28
2 C -0.11

=====

Record 6
The following is a DFT calculation (wB97M-V/def2-TZVPD) of a 3-piece molecular cluster, C5H9N2O5 overall in a non-equilibrium geometry.

ORCA input file:
```
! RIJCOSX wB97M-V def2-TZVPD def2/J DEFGRID3
* xyz -1 1
C 4.9515 -1.3710 0.0190
C 0.3906 -0.0829 1.1645
C -1.1879 1.2318 -0.2647
C -0.1881 -0.8208 -1.0915
C 0.1170 0.4758 -0.2919
N 2.7932 0.4726 -0.1912
N 3.7172 1.2795 0.0292
O 4.9423 -1.6610 1.1516
O 4.8892 0.7089 0.2596
O 4.9847 -1.4237 -1.1177
O 3.6923 2.4844 0.0510
O 1.0768 1.2984 -0.7463
H 1.1148 -0.8204 1.1556
H 0.8203 0.7367 1.8215
H -0.7067 -0.3269 1.5327
H -1.2383 1.8001 -1.1603
H -1.3423 1.9186 0.5752
H -2.2311 0.6435 -0.3077
H -0.7767 -1.6981 -0.7743
H -0.9045 -0.6151 -1.8929
H 0.6602 -1.2041 -1.5685
*
```

Electronic energy: -18543.32118 eV
HOMO energy (spin up / spin down): -5.576 / -5.575 eV
Kohn-Sham gap (spin up / spin down): 8.5 / 8.5 eV
Energy relative to the best compared isomer or geometry (same formula, charge and spin): 65.7 kcal per mole

Results of the natural (NBO) charge analysis, in e, for atoms 1 through 2:
1 C 1.05
2 C -0.61

=====

Record 7
The following is a DFT calculation (wB97M-V/def2-TZVPD) of a 2-piece molecular cluster, C5H9N2OS overall in a non-equilibrium geometry.

ORCA input file:
```
! RIJCOSX wB97M-V def2-TZVPD def2/J DEFGRID3
* xyz 1 1
C -0.2960 -0.4371 -1.8686
C 1.7233 -0.5786 1.1676
C -0.8640 0.9320 -2.1023
C -0.9295 -0.0546 0.1880
C 1.1296 0.4859 0.5990
N -0.4552 -0.9275 -0.7072
N -1.2956 -0.4331 1.4284
O 1.6873 -0.9252 2.4414
S -1.4175 1.4505 -0.4879
H 0.1008 -1.0048 -2.7648
H 2.2829 -1.1710 0.4261
H -0.2518 1.5644 -2.7055
H -1.6362 0.9373 -2.9000
H 1.4428 0.7997 -0.3454
H 0.9147 1.4148 1.2591
H -1.1022 -1.3848 1.6493
H -2.2969 -0.2710 1.5868
H 1.2634 -0.3970 3.1362
*
```

Electronic energy: -21184.43171 eV
HOMO energy: -12.952 eV
Kohn-Sham gap: 7.8 eV
Energy relative to the best compared isomer or geometry (same formula, charge and spin): 72.4 kcal per mole

Results of the natural (NBO) charge analysis, in e, for atoms 1 through 2:
1 C 0.22
2 C 0.29

=====

Record 8
The following is a DFT calculation (wB97M-V/def2-TZVPD) of an isolated ion of composition C5H9N2S and charge +1 in a non-equilibrium geometry.

ORCA input file:
```
! RIJCOSX wB97M-V def2-TZVPD def2/J DEFGRID3
* xyz 1 3
C 0.8420 -0.1176 0.3706
C 0.8353 1.2281 -1.3401
C -0.2949 -1.3939 1.0707
C 0.1646 1.1660 0.9207
C -0.8633 -2.2953 -0.0061
N 1.1690 -0.0416 -0.8110
N 0.0980 2.0583 -0.3333
S -1.4016 0.1267 1.3074
H 1.6138 1.8325 -1.7632
H 0.0989 0.7613 -1.9879
H 0.0934 -1.9097 1.9144
H 0.5038 1.7553 1.7576
H -0.7812 -1.8027 -0.9911
H -1.7951 -2.6904 0.3314
H -0.3217 -3.2535 -0.1320
H 0.3043 3.0284 -0.3335
H -0.9636 2.1708 -0.4514
*
```

Electronic energy: -19131.38791 eV
HOMO energy (spin up / spin down): -9.294 / -13.474 eV
Kohn-Sham gap (spin up / spin down): 5.1 / 5.1 eV
Expectation value of S²: 2.0091
Energy relative to the best compared isomer or geometry (same formula, charge and spin): 110.0 kcal per mole

Results of the natural (NBO) charge analysis, in e, for atoms 1 through 2:
1 C 0.09
2 C -0.11

=====

Record 9
The following is a DFT calculation (wB97M-V/def2-TZVPD) of one molecule with the formula C5H9N3 in a non-equilibrium geometry.

ORCA input file:
```
! RIJCOSX wB97M-V def2-TZVPD def2/J DEFGRID3
* xyz 0 1
C -1.6627 -1.2725 -0.7580
C -1.6348 0.5101 0.9354
C -1.0766 1.4397 -0.1516
C 0.2931 1.3482 -0.3154
C 2.9047 -0.7915 0.4150
H -1.3354 -0.1660 -1.3035
H -0.8955 -2.1575 -0.9326
H -2.7348 -1.6046 -1.0107
H -1.6958 0.8414 1.9731
H -1.4764 2.3999 -0.1660
H 0.5975 2.3338 -0.8391
H 0.6565 -0.1972 0.5697
H 2.1876 -1.5846 0.6958
H 4.0457 -1.1253 0.3467
N -1.7649 -0.7490 0.6848
N 1.1651 0.4157 -0.0168
N 2.4268 0.3594 -0.1269
*
```

Electronic energy: -9795.87130 eV
HOMO energy: -8.069 eV
Kohn-Sham gap: 8.5 eV
Structure (SMILES): C=NN/C=C\C=N/C
Energy relative to the best compared isomer or geometry (same formula, charge and spin): 129.0 kcal per mole

Results of the natural (NBO) charge analysis, in e, for atoms 1 through 2:
1 C -0.50
2 C 0.06

=====

Record 10
The following is a DFT calculation (wB97M-V/def2-TZVPD) of a 2-piece molecular cluster, C5H9N3 overall in a non-equilibrium geometry.

ORCA input file:
```
! RIJCOSX wB97M-V def2-TZVPD def2/J DEFGRID3
* xyz 0 1
C 0.1641 -1.5248 0.2988
C -0.6633 0.4526 -1.2037
C -0.9877 -0.7459 -0.2593
N 0.6444 0.6617 -1.5523
N -1.5704 1.1082 -1.8037
N -2.2094 -0.9730 -0.0938
H 1.3545 -0.0282 -1.3797
H 0.7738 1.3135 -2.3112
H -2.5047 0.8393 -1.5077
H -2.4690 -1.6843 0.5840
H 0.6747 -2.0688 -0.4966
H 0.8825 -0.8485 0.7598
H -0.1881 -2.2317 1.0496
C 1.1638 1.5912 1.5352
C 1.8760 1.3406 2.4661
H 2.4794 1.1029 3.2961
H 0.5795 1.6952 0.6183
*
```

Electronic energy: -9798.61839 eV
HOMO energy: -9.265 eV
Kohn-Sham gap: 10.1 eV
Structure (SMILES): [H]/N=C(C)/C(N)=N\[H].C#C
Energy relative to the best compared isomer or geometry (same formula, charge and spin): 65.7 kcal per mole

Results of the natural (NBO) charge analysis, in e, for atoms 1 through 2:
1 C -0.70
2 C 0.35

=====

Record 11
The following is a DFT calculation (wB97M-V/def2-TZVPD) of one molecule with the formula C5H9N3 in a non-equilibrium geometry.

ORCA input file:
```
! RIJCOSX wB97M-V def2-TZVPD def2/J DEFGRID3
* xyz 0 1
C -1.3053 0.3326 1.2767
C -0.6831 0.1290 -0.2134
C 0.1840 1.1478 -0.6553
C 1.2346 -1.4358 0.4625
C 0.0825 -1.0883 -0.4628
H -0.4375 0.6427 1.7954
H -2.1251 1.0946 1.4111
H -1.7655 -0.5474 1.5283
H -0.1631 0.9228 -1.8523
H -0.1275 2.1653 -0.3871
H 2.2615 1.7372 -0.1300
H 1.7174 -2.5716 0.7463
H 0.6009 -0.8300 -1.3845
H -1.7016 -1.3114 -1.6790
N 1.5182 0.8122 -0.1410
N 2.0214 -0.3018 0.3535
N -1.3120 -0.8977 -0.6684
*
```

Electronic energy: -9792.89416 eV
HOMO energy: -7.963 eV
Kohn-Sham gap: 8.8 eV
Structure (SMILES): C[C@@]12CNN=C[C@H]1N2
Energy relative to the best compared isomer or geometry (same formula, charge and spin): 197.7 kcal per mole

Results of the natural (NBO) charge analysis, in e, for atoms 1 through 2:
1 C -0.60
2 C 0.07

=====

Record 12
The following is a DFT calculation (wB97M-V/def2-TZVPD) of a 2-piece molecular cluster, C5H9N3 overall in a non-equilibrium geometry.

ORCA input file:
```
! RIJCOSX wB97M-V def2-TZVPD def2/J DEFGRID3
* xyz 0 1
C -0.0928 0.0031 1.5063
C -0.3389 0.6311 0.1703
N 2.2823 0.3702 -0.6133
N 0.1141 1.7919 -0.1177
H 1.6177 1.0761 -0.9456
H 3.0478 0.6272 -0.0044
H -0.4735 2.3581 -0.7260
H 0.2287 -1.0312 1.3841
H 0.6923 0.5436 2.0297
H -1.0187 -0.0381 2.0749
C -1.3478 -0.0750 -0.7451
C -2.2065 -1.0128 -0.3493
C 2.0563 -0.9290 -0.8592
N 2.2316 -2.0711 -0.8753
H -1.5989 0.5150 -1.6223
H -3.1705 -1.1266 -0.8206
H -2.0233 -1.6328 0.5136
*
```

Electronic energy: -9798.75504 eV
HOMO energy: -9.467 eV
Kohn-Sham gap: 9.5 eV
Structure (SMILES): [H]/N=C(/C)C=C.N#CN
Energy relative to the best compared isomer or geometry (same formula, charge and spin): 62.5 kcal per mole

Results of the natural (NBO) charge analysis, in e, for atoms 1 through 2:
1 C -0.69
2 C 0.36

=====

Record 13
The following is a DFT calculation (wB97M-V/def2-TZVPD) of C5H9N3 as an isolated structure in a non-equilibrium geometry.

ORCA input file:
```
! RIJCOSX wB97M-V def2-TZVPD def2/J DEFGRID3
* xyz 0 1
C -1.2217 -0.2844 1.0522
C -1.3796 0.0502 -1.0403
C -0.1565 -0.1790 -0.0083
C 0.5405 1.2429 0.0750
C 1.9404 0.6739 0.1622
H -1.3786 -1.4179 1.1326
H -0.9020 0.2843 1.9941
H -3.1115 -0.1819 0.2026
H -1.8157 -0.9080 -1.5871
H -1.4057 0.9396 -1.7563
H 0.4895 1.9286 -0.8676
H 0.3013 1.9117 0.9273
H 2.8997 1.3245 0.1705
H 0.7152 -1.9505 0.8420
N -2.2145 0.2496 0.0925
N 2.1647 -0.5733 -0.1250
N 0.8883 -1.2409 -0.3251
*
```

Electronic energy: -9796.25868 eV
HOMO energy: -8.966 eV
Kohn-Sham gap: 9.5 eV
Energy relative to the best compared isomer or geometry (same formula, charge and spin): 120.1 kcal per mole

Results of the natural (NBO) charge analysis, in e, for atoms 1 through 2:
1 C -0.24
2 C -0.21

=====

Record 14
The following is a DFT calculation (wB97M-V/def2-TZVPD) of one molecule with the formula C5H9N3 in a non-equilibrium geometry.

ORCA input file:
```
! RIJCOSX wB97M-V def2-TZVPD def2/J DEFGRID3
* xyz 0 1
C -1.3260 0.7820 0.0482
C -2.0724 -0.4179 -0.2592
C 0.6122 -0.4025 0.1568
C 1.5253 0.0434 1.2600
C 1.1293 -0.2391 -1.2526
N -1.3127 -1.6486 0.1647
N -0.1223 -1.5543 0.3659
N -1.5014 1.9830 0.2398
H -3.0301 -0.4983 0.2618
H -2.2499 -0.5067 -1.3331
H 2.5698 -0.1933 1.0442
H 1.2343 -0.4123 2.2023
H 1.4547 1.1272 1.3701
H 1.9424 -0.9500 -1.4313
H 1.5149 0.7662 -1.4046
H 0.3502 -0.4286 -1.9866
H -0.7184 2.5496 0.5536
*
```

Electronic energy: -9797.41771 eV
HOMO energy: -7.495 eV
Kohn-Sham gap: 8.2 eV
Energy relative to the best compared isomer or geometry (same formula, charge and spin): 93.4 kcal per mole

Results of the natural (NBO) charge analysis, in e, for atoms 1 through 2:
1 C 0.34
2 C -0.45

=====

Record 15
The following is a DFT calculation (wB97M-V/def2-TZVPD) of one molecule with the formula C5H9N3 in a non-equilibrium geometry.

ORCA input file:
```
! RIJCOSX wB97M-V def2-TZVPD def2/J DEFGRID3
* xyz 0 1
C 0.6171 -1.1959 1.1183
C 0.6039 -0.8904 -0.2845
C 0.3260 1.5393 -0.1896
C -1.1164 1.2566 0.2999
C -0.8469 -1.2678 -0.8010
H 0.3495 -2.0738 1.4342
H -0.0249 -0.5459 1.6199
H 1.5390 -0.7529 1.6339
H 1.1963 -1.5347 -1.1293
H 1.3186 0.7977 -1.6060
H 1.0141 1.9880 0.5860
H 0.3207 2.3389 -1.1059
H -1.4182 2.1464 0.9836
H -1.1438 -1.9285 -1.6959
N 1.2263 0.4357 -0.6945
N -1.9970 0.2883 0.3434
N -1.9646 -0.6011 -0.5124
*
```

Electronic energy: -9795.39244 eV
HOMO energy: -8.589 eV
Kohn-Sham gap: 8.8 eV
Structure (SMILES): C[C@H]1C=NN=CCN1
Energy relative to the best compared isomer or geometry (same formula, charge and spin): 140.1 kcal per mole

Results of the natural (NBO) charge analysis, in e, for atoms 1 through 2:
1 C -0.64
2 C -0.11